(1)
This record from the OMol25 dataset describes a structure of composition C22H20N6Pt in a non-equilibrium geometry. The level of theory is the ωB97M-V functional and the def2-TZVPD basis.

For the HOMO energy, the calculation gives -14.1 eV. Its total energy is -35309.7773 eV. The value obtained for the orbital gap is 6.39 eV. The net charge is +2.

Last column: Mulliken charge in e.
Positions of all 49 atoms, in Å:
Pt1 -0.893 -0.189 -0.717  0.584
N1 2.862 1.258 -2.234  0.055
C1 1.845 0.457 -1.980  -0.002
N2 0.687 0.877 -1.528  -0.625
C2 0.479 2.255 -1.319  0.731
N3 -0.696 2.695 -0.986  -1.046
N4 -1.578 1.651 -0.831  0.184
C3 -2.794 1.859 -0.472  -0.237
C4 -3.579 0.649 -0.235  0.808
C5 -4.868 0.640 0.262  -0.811
C6 -5.522 -0.578 0.390  -0.201
C7 -4.882 -1.737 -0.018  -0.730
C8 -3.581 -1.666 -0.480  0.132
N5 -2.928 -0.504 -0.565  -0.147
C9 1.591 3.161 -1.530  0.631
C10 1.492 4.535 -1.287  -0.389
C11 2.579 5.348 -1.521  -0.783
C12 3.777 4.807 -1.998  -0.427
C13 3.896 3.453 -2.238  -0.896
C14 2.795 2.640 -2.001  0.244
H1 3.715 0.863 -2.605  0.276
H2 1.980 -0.599 -2.170  0.447
H3 -3.183 2.864 -0.364  0.480
H4 -5.351 1.571 0.526  0.411
H5 -6.523 -0.618 0.796  0.458
H6 -5.381 -2.695 0.019  0.401
H7 -3.039 -2.547 -0.795  0.366
H8 0.558 4.938 -0.922  0.493
H9 2.509 6.410 -1.334  0.437
H10 4.621 5.455 -2.186  0.424
H11 4.827 3.031 -2.595  0.399
C15 0.268 -3.580 -0.700  -0.869
C16 0.675 -3.421 0.723  1.357
C17 1.254 -4.448 1.412  -1.031
C18 1.623 -4.271 2.754  -0.363
C19 1.437 -3.080 3.456  -0.993
C20 0.862 -2.004 2.830  1.326
C21 0.641 -0.717 3.540  -1.315
C22 0.453 -2.139 1.420  0.119
N6 -0.091 -1.125 0.859  -0.738
H12 0.501 -4.579 -1.061  0.416
H13 0.775 -2.849 -1.332  0.103
H14 -0.802 -3.405 -0.815  0.017
H15 1.429 -5.402 0.934  0.438
H16 2.078 -5.107 3.275  0.421
H17 1.747 -3.014 4.490  0.416
H18 0.995 -0.774 4.566  0.411
H19 -0.420 -0.464 3.542  0.311
H20 1.155 0.096 3.027  0.306

=====

(2)
This record from the OMol25 dataset describes a cluster of 2 separate species, C4H10N2 in total in a non-equilibrium geometry. The level of theory is the ωB97M-V functional and the def2-TZVPD basis.

For the HOMO energy, the calculation gives -9.7 eV. Its total energy is -7287.6556 eV. The value obtained for the orbital gap is 10.53 eV. The net charge is 0. The energy above the lowest of the compared OMol25 structures with the same formula, charge and spin is 68.3 kcal per mole.

Last column: Mulliken charge in e.
Positions of all 16 atoms, in Å:
C1 0.101 -0.981 -1.053  -1.133
C2 0.365 -1.031 0.438  1.293
C3 1.068 -2.147 1.226  -1.100
N1 0.464 0.261 1.049  -0.330
N2 -0.591 -0.317 1.252  -0.437
H1 -0.545 -0.159 -1.403  0.212
H2 -0.384 -1.897 -1.514  0.299
H3 0.972 -0.832 -1.725  0.272
H4 0.937 -2.211 2.316  0.364
H5 2.230 -2.097 0.948  0.225
H6 0.807 -3.133 0.756  0.268
C4 -1.057 2.903 -0.497  -0.563
H7 -0.378 3.690 -0.797  0.240
H8 -1.140 2.807 0.665  0.204
H9 -2.052 3.189 -0.746  0.294
H10 -0.795 1.956 -0.915  -0.107

=====

(3)
This record from the OMol25 dataset describes a structure of composition C4H3NiO2 in a non-equilibrium geometry. The level of theory is the ωB97M-V functional and the def2-TZVPD basis.

For the HOMO energy (spin up / spin down), the calculation gives -12.7 / -12.6 eV. Its total energy is -49319.4287 eV. The value obtained for the orbital gap (spin up / spin down) is 7.53 / 6.32 eV. The net charge is +1. The spin multiplicity is 3. The energy above the lowest of the compared OMol25 structures with the same formula, charge and spin is 26.2 kcal per mole.

Last column: Löwdin spin population.
Positions of all 10 atoms, in Å:
C1 0.966 -2.077 0.138  0.221
C2 0.617 -0.933 -0.099  0.101
C3 0.253 0.364 -0.537  0.491
C4 -0.923 0.883 -0.181  0.055
H1 0.213 2.310 -0.546  0.027
H2 -1.606 0.599 0.629  0.012
O1 1.184 -3.329 0.462  0.071
H3 1.954 -3.687 0.001  0.007
O2 -0.831 2.321 -0.250  0.074
Ni1 -1.828 3.549 0.384  0.941

=====

(4)
This record from the OMol25 dataset describes an isolated molecule of C6H7NO2 in a non-equilibrium geometry. The level of theory is the ωB97M-V functional and the def2-TZVPD basis.

For the HOMO energy, the calculation gives -8.9 eV. Its total energy is -11918.6888 eV. The value obtained for the orbital gap is 9.40 eV. The net charge is 0. The energy above the lowest of the compared OMol25 structures with the same formula, charge and spin is 40.2 kcal per mole.

Last column: Mulliken charge in e.
Positions of all 16 atoms, in Å:
C1 -1.477 -0.179 1.451  -1.412
C2 -0.437 -0.141 0.388  0.620
C3 0.131 0.971 -0.123  0.132
O1 -0.217 2.224 0.309  -0.519
C4 0.616 0.840 -1.632  -0.201
N1 1.297 -0.147 -1.980  -0.528
C5 1.548 -0.949 -0.676  0.446
O2 2.655 -1.302 -0.406  -0.496
C6 0.227 -1.402 -0.084  -0.430
H1 -1.020 -0.279 2.436  0.295
H2 -2.139 -1.038 1.308  0.367
H3 -2.056 0.740 1.450  0.373
H4 0.280 2.894 -0.176  0.337
H5 0.524 1.768 -2.183  0.396
H6 0.443 -2.076 0.744  0.322
H7 -0.376 -1.925 -0.827  0.298

=====

(5)
This record from the OMol25 dataset describes an isolated molecule of C11H23N5O3 in a non-equilibrium geometry. The level of theory is the ωB97M-V functional and the def2-TZVPD basis.

For the HOMO energy, the calculation gives -9.0 eV. Its total energy is -25372.6870 eV. The value obtained for the orbital gap is 9.49 eV. The net charge is 0. The energy above the lowest of the compared OMol25 structures with the same formula, charge and spin is 42.3 kcal per mole.

Last column: Mulliken charge in e.
Positions of all 42 atoms, in Å:
H1 -2.069 -1.289 0.353  0.367
N1 -1.206 -1.793 0.288  -0.477
C1 -1.274 -2.349 1.411  0.144
N2 -0.438 -3.275 1.993  -0.569
N3 -2.350 -2.003 2.251  -0.375
C2 -2.592 -0.652 2.760  -0.413
C3 -2.918 0.378 1.641  -1.673
C4 -1.668 1.056 1.031  -0.743
C5 -1.669 1.368 -0.454  0.065
N4 -2.314 0.341 -1.242  -0.619
C6 -0.237 1.872 -0.808  0.189
O1 0.070 3.081 -0.783  -0.725
N5 0.666 0.910 -1.027  0.115
C7 1.974 1.105 -1.673  -0.762
C8 1.851 0.800 -3.155  0.215
O2 2.772 0.570 -3.899  -0.604
O3 0.619 0.989 -3.568  -0.401
C9 3.031 0.320 -1.014  0.749
C10 3.563 1.163 0.220  -1.442
C11 2.528 -1.072 -0.731  -1.408
H2 -0.279 -3.208 3.010  0.224
H3 0.382 -3.461 1.382  0.253
H4 -2.319 -2.725 2.970  0.282
H5 -1.716 -0.335 3.401  0.283
H6 -3.443 -0.562 3.553  0.368
H7 -3.535 -0.085 0.928  0.628
H8 -3.572 1.084 1.989  0.689
H9 -0.861 0.390 1.285  0.274
H10 -1.620 1.983 1.565  0.656
H11 -2.403 2.266 -0.637  0.474
H12 -1.705 -0.487 -1.377  0.191
H13 -2.485 0.653 -2.173  0.312
H14 0.302 -0.012 -1.042  0.255
H15 2.058 2.187 -1.562  0.734
H16 0.408 0.769 -4.501  0.378
H17 3.963 0.319 -1.745  0.295
H18 3.866 2.116 -0.246  0.394
H19 4.393 0.569 0.582  0.432
H20 2.878 1.328 1.006  0.270
H21 2.077 -1.591 -1.627  0.377
H22 3.432 -1.683 -0.518  0.434
H23 1.840 -1.037 0.160  0.167

=====

(6)
This record from the OMol25 dataset describes a cluster of 3 separate species, C15H31NO8S3 in total. The level of theory is the ωB97M-V functional and the def2-TZVPD basis.

For the HOMO energy, the calculation gives -8.9 eV. Its total energy is -66432.8507 eV. The value obtained for the orbital gap is 9.27 eV. The net charge is 0.

Last column: Mulliken charge in e.
Positions of all 58 atoms, in Å:
N1 -3.046 -2.355 -3.084  -0.599
C1 -3.259 -1.624 -1.832  -0.668
C2 -2.268 -0.467 -1.729  0.657
O1 -2.321 0.247 -2.964  -0.597
C3 -2.616 0.451 -0.562  -0.639
C4 -2.224 -0.111 0.810  0.671
C5 -0.731 -0.030 1.071  0.031
C6 -0.429 -0.551 2.458  -0.561
O2 -0.828 0.437 3.444  -0.441
S1 -2.394 0.648 3.571  1.310
O3 -2.966 -0.491 4.221  -0.684
O4 -2.565 1.941 4.148  -0.652
C7 -2.987 0.696 1.883  -1.257
H1 -3.527 -1.899 -3.845  0.225
H2 -3.406 -3.295 -3.006  0.216
H3 -4.268 -1.201 -1.756  0.221
H4 -3.095 -2.333 -1.019  0.395
H5 -1.263 -0.889 -1.620  -0.019
H6 -2.428 1.183 -2.782  0.369
H7 -3.705 0.589 -0.564  0.448
H8 -2.185 1.444 -0.684  -0.319
H9 -2.545 -1.157 0.844  0.118
H10 -0.149 -0.616 0.363  0.310
H11 -0.436 1.022 1.008  -0.053
H12 0.627 -0.742 2.617  0.080
H13 -0.971 -1.478 2.660  0.470
H14 -2.926 1.755 1.624  0.392
H15 -4.029 0.387 1.920  0.517
O5 1.128 -2.678 0.968  -0.608
S2 2.407 -2.642 0.297  1.285
O6 2.615 -1.724 -0.792  -0.749
C8 3.692 -2.443 1.528  -0.723
C9 4.052 -3.871 1.924  -0.606
C10 4.108 -4.669 0.613  -0.582
C11 2.853 -4.313 -0.193  -0.767
H16 3.306 -1.836 2.344  0.336
H17 4.525 -1.934 1.043  0.394
H18 4.999 -3.905 2.461  0.366
H19 3.280 -4.280 2.578  0.303
H20 5.000 -4.388 0.052  0.296
H21 4.160 -5.741 0.796  0.322
H22 3.017 -4.317 -1.268  0.357
H23 2.009 -4.954 0.054  0.372
O7 -1.288 3.701 -0.067  -0.626
S3 -0.603 3.665 -1.337  1.189
O8 -1.291 3.182 -2.509  -0.709
C12 0.105 5.275 -1.659  -0.787
C13 1.491 5.205 -1.026  -0.601
C14 2.056 3.828 -1.404  -0.756
C15 0.958 2.792 -1.133  -0.446
H24 -0.547 6.033 -1.232  0.415
H25 0.160 5.392 -2.741  0.357
H26 2.127 6.015 -1.378  0.373
H27 1.407 5.290 0.059  0.288
H28 2.320 3.818 -2.463  0.304
H29 2.957 3.593 -0.839  0.356
H30 0.975 1.956 -1.829  0.467
H31 0.989 2.424 -0.110  0.244

=====

(7)
This record from the OMol25 dataset describes an isolated molecule of C9H17N2O2P in a non-equilibrium geometry. The level of theory is the ωB97M-V functional and the def2-TZVPD basis.

For the HOMO energy, the calculation gives -7.8 eV. Its total energy is -25970.2225 eV. The value obtained for the orbital gap is 8.09 eV. The net charge is 0. The energy above the lowest of the compared OMol25 structures with the same formula, charge and spin is 42.5 kcal per mole.

Last column: Mulliken charge in e.
Positions of all 31 atoms, in Å:
H1 1.960 1.521 -3.847  0.274
N1 1.780 1.412 -2.821  -0.790
C1 1.068 0.351 -2.566  0.557
O1 0.904 -0.558 -3.612  -0.409
C2 0.182 -1.734 -3.188  -0.520
C3 -0.095 -1.563 -1.939  -0.297
N2 0.407 -0.347 -1.458  -0.048
P1 -0.503 -0.466 0.418  0.948
O2 -1.803 -1.102 0.176  -0.757
C4 -0.787 1.388 0.377  0.501
C5 -1.803 1.735 -0.611  -1.704
C6 0.411 2.272 0.224  -1.427
C7 0.564 -1.128 1.904  0.507
C8 0.037 -2.485 2.227  -1.425
C9 0.569 -0.090 2.970  -1.287
H2 -0.055 -2.462 -3.958  0.407
H3 -0.679 -2.251 -1.380  0.430
H4 -1.275 1.536 1.379  0.501
H5 -1.785 2.831 -0.614  0.505
H6 -1.473 1.403 -1.606  0.216
H7 -2.752 1.289 -0.375  0.376
H8 0.169 3.270 -0.195  0.391
H9 1.194 1.904 -0.410  0.290
H10 0.870 2.471 1.257  0.304
H11 1.677 -1.271 1.452  0.316
H12 0.656 -3.094 2.851  0.410
H13 -1.023 -2.461 2.380  0.364
H14 0.113 -3.004 1.296  0.406
H15 1.250 -0.172 3.798  0.391
H16 -0.438 -0.107 3.328  0.371
H17 0.663 0.911 2.544  0.201

=====

(8)
This record from the OMol25 dataset describes an isolated molecule of C4H6N2O in a non-equilibrium geometry. The level of theory is the ωB97M-V functional and the def2-TZVPD basis.

For the HOMO energy, the calculation gives -8.8 eV. Its total energy is -9265.5447 eV. The value obtained for the orbital gap is 9.53 eV. The net charge is 0. The energy above the lowest of the compared OMol25 structures with the same formula, charge and spin is 183.5 kcal per mole.

Last column: Mulliken charge in e.
Positions of all 13 atoms, in Å:
C1 -0.239 0.492 -1.615  -0.055
N1 0.519 1.274 -0.905  -0.488
N2 0.317 1.107 0.587  -0.063
C2 0.131 -0.198 1.185  -0.583
C3 0.278 -1.050 0.044  0.199
O1 -0.529 -2.058 -0.332  -0.411
C4 -0.942 -0.608 -0.705  -0.160
H1 -0.132 0.442 -2.788  0.302
H2 0.745 1.889 0.894  0.204
H3 0.917 -0.177 2.119  0.208
H4 -0.760 0.036 1.922  0.243
H5 1.283 -0.796 -0.546  0.316
H6 -1.588 -0.353 0.142  0.288